# C37H26Cl6N5O6RbS

A structure of composition C37H26Cl6N5O6RbS (ωB97M-V with the def2-TZVPD basis set, the Open Molecules 2025 dataset).

**E_LUMO**: 3.4637 eV
**Charge**: -2
**Molecular weight**: 966.897 g/mol
**Orbital gap**: 0.2202 Eh

Positions of all 82 atoms, in Å:
1 Rb -0.0049 -0.1241 -0.2790
2 O -1.5026 1.4458 8.2580
3 N -1.3636 0.4724 7.5354
4 O -1.5635 -0.6644 7.9326
5 C -1.0162 0.6895 6.1259
6 C -0.7665 1.9750 5.7924
7 C -0.3748 2.3378 4.4792
8 C -0.1363 3.6685 4.1075
9 C 0.2366 3.9387 2.8192
10 C 0.4019 2.8646 1.9305
11 N 0.1625 1.6108 2.2556
12 C -0.2755 1.3490 3.4946
13 C -0.5405 -0.0397 3.8477
14 N -0.3902 -0.9399 2.8637
15 C -0.6453 -2.2024 3.1160
16 C -1.0760 -2.6513 4.3645
17 C -1.2123 -1.7486 5.3889
18 C -0.9265 -0.3905 5.1613
19 H -0.8652 2.7416 6.5466
20 H -0.2631 4.4594 4.8378
21 H 0.4089 4.9501 2.4765
22 H 0.7603 3.0241 0.9178
23 H -0.5267 -2.8967 2.2891
24 H -1.3129 -3.6966 4.5147
25 H -1.5499 -2.0761 6.3550
26 Cl -0.9021 7.1256 -3.6867
27 C -0.2626 5.6693 -2.9451
28 C -1.1170 4.7803 -2.3148
29 C -0.6132 3.6348 -1.7315
30 Cl -1.7539 2.5664 -0.9580
31 C 0.7802 3.2841 -1.7218
32 O 1.2659 2.2569 -1.1796
33 C 1.5796 4.2667 -2.3975
34 Cl 3.3023 3.9698 -2.4611
35 C 1.0967 5.4140 -2.9895
36 H -2.1803 4.9730 -2.2734
37 H 1.7758 6.0995 -3.4777
38 O -1.8748 -2.4144 -0.8752
39 N -2.4307 -2.5170 -1.9926
40 N -1.9449 -1.7366 -2.9133
41 O -0.9544 -0.9143 -2.7453
42 C -2.4920 -1.9039 -4.2115
43 C -1.8236 -1.3061 -5.2741
44 C -2.2988 -1.4724 -6.5675
45 C -3.4393 -2.2229 -6.8128
46 C -4.1119 -2.8007 -5.7400
47 C -3.6523 -2.6438 -4.4443
48 H -0.9488 -0.7142 -5.0460
49 H -1.7717 -1.0030 -7.3899
50 H -3.8109 -2.3448 -7.8230
51 H -5.0137 -3.3764 -5.9136
52 H -4.1689 -3.0909 -3.6087
53 Cl 5.1795 -2.0860 1.0140
54 C 4.5926 -0.4390 1.3686
55 Cl 2.8455 -0.3191 1.3465
56 H 4.9971 0.2232 0.6125
57 H 4.9476 -0.1786 2.3582
58 O 1.3102 -2.6972 -0.7474
59 S 0.5658 -3.9143 -0.3415
60 C 1.8320 -5.1401 0.0463
61 C 3.1063 -4.9788 -0.4734
62 C 4.0895 -5.8997 -0.1487
63 C 3.7964 -6.9672 0.6927
64 C 2.5215 -7.1098 1.2214
65 C 1.5343 -6.1855 0.9049
66 C -0.0086 -4.6667 -1.8719
67 C 0.1536 -3.9432 -3.0389
68 C -0.3607 -4.4610 -4.2216
69 C -1.0308 -5.6749 -4.2218
70 C -1.1974 -6.3821 -3.0364
71 C -0.6911 -5.8734 -1.8517
72 H 3.3075 -4.1191 -1.1011
73 H 5.0904 -5.7812 -0.5447
74 H 4.5699 -7.6803 0.9500
75 H 2.2990 -7.9292 1.8933
76 H 0.5414 -6.2683 1.3322
77 H 0.6155 -2.9638 -2.9951
78 H -0.2728 -3.8894 -5.1367
79 H -1.4511 -6.0581 -5.1435
80 H -1.7387 -7.3201 -3.0330
81 H -0.8390 -6.4053 -0.9189
82 Cl -3.3905 1.6190 3.4975